# C45H28Cl4N4OTeZn

A molecular structure, C45H28Cl4N4OTeZn (the ωB97M-V functional and the def2-TZVPD basis, the OMol25 dataset).

Output
E_HOMO (spin up / spin down)   -0.02758 / -0.02762 Eh
Kohn-Sham gap (spin up / spin down)   0.1618 / 0.1618 hartree
Max |F|   4.24 eV/A

```
! RIJCOSX wB97M-V def2-TZVPD def2/J DEFGRID3
* xyz -2 1
Zn -4.519 -17.708 -19.231
Cl -7.619 -18.390 -28.218
C -6.937 -18.539 -26.557
C -5.966 -17.576 -26.131
C -5.594 -17.622 -24.792
C -6.253 -18.503 -23.840
C -7.086 -19.493 -24.358
C -7.473 -19.447 -25.696
C -5.778 -18.412 -22.377
C -6.678 -17.845 -21.474
C -7.922 -17.170 -21.820
C -8.421 -16.563 -20.708
C -7.478 -16.872 -19.669
C -7.670 -16.438 -18.375
C -8.630 -15.452 -17.976
C -8.693 -14.253 -18.708
C -9.629 -13.246 -18.530
C -10.555 -13.467 -17.483
Cl -11.758 -12.259 -17.168
C -10.454 -14.535 -16.665
C -9.487 -15.523 -16.861
C -7.062 -17.335 -17.306
N -5.802 -17.139 -16.991
C -5.445 -18.165 -16.089
C -4.038 -18.521 -15.756
C -3.663 -18.506 -14.333
C -3.272 -17.206 -13.882
C -2.726 -16.996 -12.636
C -2.674 -18.114 -11.769
Cl -2.255 -17.794 -10.095
C -3.046 -19.399 -12.148
C -3.489 -19.596 -13.488
C -2.992 -18.678 -16.672
C -1.588 -18.966 -16.320
C -1.012 -19.155 -17.464
C -1.932 -19.019 -18.587
N -3.124 -18.577 -18.030
C -1.693 -19.452 -19.837
C -2.623 -19.337 -20.896
C -2.451 -19.942 -22.094
C -3.558 -19.622 -22.874
C -4.427 -18.827 -22.115
N -3.818 -18.637 -20.879
C -0.284 -19.909 -20.194
C 0.299 -21.144 -19.783
C 1.588 -21.492 -20.175
C 2.304 -20.622 -20.921
Cl 3.887 -21.048 -21.490
C 1.768 -19.447 -21.403
C 0.434 -19.130 -21.055
C -6.505 -18.987 -15.943
C -7.590 -18.450 -16.680
N -6.441 -17.641 -20.108
H -5.747 -16.758 -26.825
H -4.773 -16.936 -24.507
H -7.477 -20.228 -23.691
H -8.203 -20.105 -26.081
H -8.363 -17.370 -22.782
H -9.261 -15.873 -20.707
H -7.931 -13.927 -19.498
H -9.549 -12.276 -19.064
H -11.257 -14.612 -15.923
H -9.515 -16.392 -16.279
H -3.472 -16.387 -14.603
H -2.281 -16.024 -12.306
H -2.937 -20.220 -11.440
H -3.821 -20.572 -13.870
H -1.198 -19.100 -15.344
H 0.070 -19.279 -17.460
H -1.617 -20.532 -22.501
H -3.732 -20.041 -23.890
H -0.369 -21.852 -19.216
H 1.951 -22.475 -19.939
H 2.342 -18.816 -22.000
H 0.005 -18.200 -21.434
H -6.416 -19.955 -15.380
H -8.555 -18.892 -16.768
C -4.139 -14.668 -20.302
O -4.034 -15.570 -19.266
H -4.869 -13.914 -20.034
H -4.402 -15.174 -21.263
H -3.176 -14.182 -20.401
H -5.177 -16.294 -17.101
Te -3.021 -14.996 -17.435
*
```



# C45H30BBaClF17O5PS

A molecular structure, C45H30BBaClF17O5PS (the ωB97M-V functional and the def2-TZVPD basis, the OMol25 dataset).

Output
E_HOMO   -0.08715 Eh
Kohn-Sham gap   0.2264 hartree
ΔE to the lowest compared entry with this formula, charge and spin   2.1 kcal per mole
Max |F|   0.75 eV/A

```
! RIJCOSX wB97M-V def2-TZVPD def2/J DEFGRID3
* xyz -2 1
Ba 0.330 -1.048 1.300
C 0.049 4.430 -0.995
C 0.490 3.740 0.265
C -0.438 3.427 1.253
C -0.042 2.847 2.456
C -1.045 2.617 3.553
C 1.305 2.530 2.635
C 2.248 2.807 1.648
C 3.701 2.480 1.866
C 1.825 3.417 0.473
H -0.263 5.457 -0.782
H -0.810 3.914 -1.425
H 0.860 4.466 -1.725
H -1.488 3.632 1.074
H -1.264 3.559 4.064
H -0.683 1.897 4.283
H -1.982 2.229 3.153
H 1.627 2.063 3.561
H 4.177 3.227 2.508
H 4.242 2.457 0.920
H 3.814 1.508 2.343
H 2.552 3.631 -0.306
Cl 2.891 0.251 -0.826
C 3.262 0.773 -2.443
C 4.608 0.915 -2.750
C 4.979 1.327 -4.019
C 4.001 1.587 -4.968
C 2.662 1.430 -4.645
C 2.252 1.018 -3.375
P 0.483 0.883 -2.861
C 0.221 -0.931 -2.968
C -1.083 -1.368 -2.728
C -1.402 -2.712 -2.850
C -0.422 -3.636 -3.180
C 0.882 -3.212 -3.392
C 1.202 -1.865 -3.295
C -0.326 1.404 -4.429
C -0.725 2.734 -4.535
C -1.322 3.206 -5.695
C -1.546 2.345 -6.760
C -1.169 1.013 -6.658
C -0.563 0.546 -5.500
H 5.346 0.698 -1.990
H 6.028 1.441 -4.262
H 4.278 1.908 -5.964
H 1.911 1.632 -5.397
H -1.847 -0.649 -2.445
H -2.416 -3.034 -2.651
H -0.667 -4.689 -3.240
H 1.658 -3.932 -3.620
H 2.222 -1.547 -3.474
H -0.590 3.397 -3.691
H -1.636 4.240 -5.755
H -2.028 2.706 -7.661
H -1.356 0.331 -7.479
H -0.280 -0.497 -5.425
F -8.505 1.397 -1.449
C -7.157 1.454 -1.427
C -6.505 2.457 -0.736
F -7.232 3.384 -0.081
C -5.124 2.510 -0.722
F -4.568 3.521 -0.033
C -4.309 1.584 -1.389
S -2.584 1.678 -1.390
C -5.019 0.583 -2.068
F -4.353 -0.364 -2.750
C -6.398 0.512 -2.096
F -7.020 -0.469 -2.777
F 3.679 -3.987 1.583
C 3.366 -3.397 2.746
F 4.068 -4.031 3.710
F 2.075 -3.635 2.979
C 3.636 -1.853 2.678
O 2.677 -1.247 1.987
C 3.693 -1.308 4.145
F 3.605 0.026 4.163
F 4.835 -1.631 4.795
F 2.677 -1.783 4.873
C 5.037 -1.635 2.017
F 4.973 -1.781 0.693
F 5.985 -2.487 2.464
F 5.495 -0.391 2.253
O -0.969 -2.377 4.207
B -0.887 -0.941 4.017
O -1.479 -0.389 5.209
C -1.858 -1.411 6.018
C -2.456 -1.361 7.258
C -2.741 -2.579 7.883
C -2.433 -3.788 7.272
C -1.828 -3.828 6.013
C -1.549 -2.623 5.408
H -2.693 -0.413 7.723
H -3.212 -2.578 8.859
H -2.667 -4.716 7.779
H -1.584 -4.762 5.524
F -2.646 -4.895 -0.673
C -1.607 -4.880 0.186
F -2.093 -5.208 1.397
F -0.782 -5.869 -0.189
C -0.912 -3.487 0.227
O -1.676 -2.523 0.421
O 0.327 -3.474 0.107
*
```



# C45H34BrN4OP2Ru

A molecular structure, C45H34BrN4OP2Ru (the ωB97M-V functional and the def2-TZVPD basis, the OMol25 dataset).

Output
E_HOMO (spin up / spin down)   -0.27126 / -0.29058 Eh
Kohn-Sham gap (spin up / spin down)   0.2144 / 0.2346 hartree
ΔE to the lowest compared entry with this formula, charge and spin   67.8 kcal per mole
Max |F|   2.15 eV/A

```
! RIJCOSX wB97M-V def2-TZVPD def2/J DEFGRID3
* xyz 0 2
Ru 0.537 -0.594 0.296
C 0.949 1.562 2.859
P 2.021 0.808 1.579
C 3.530 0.212 2.373
C 4.529 -0.247 1.514
C 5.673 -0.832 2.031
C 5.816 -0.974 3.405
C 4.827 -0.514 4.261
C 3.680 0.076 3.747
C 2.606 2.355 0.798
C 1.959 2.835 -0.327
C 2.316 4.055 -0.884
C 3.339 4.797 -0.313
C 3.990 4.326 0.819
C 3.625 3.111 1.377
C -0.278 1.899 2.101
C -1.159 2.951 2.195
C -2.105 2.789 1.154
C -1.758 1.643 0.475
C -2.276 1.007 -0.745
P -0.781 0.625 -1.707
C -0.373 2.134 -2.619
C -1.013 3.357 -2.463
C -0.626 4.437 -3.246
C 0.413 4.309 -4.156
C 1.081 3.096 -4.286
C 0.695 2.013 -3.515
C -1.409 -0.397 -3.077
C -2.391 0.129 -3.915
C -2.848 -0.610 -4.992
C -2.329 -1.875 -5.237
C -1.338 -2.392 -4.418
C -0.869 -1.653 -3.341
N -0.652 1.099 1.046
H 1.432 2.435 3.296
H 0.743 0.839 3.652
H 4.395 -0.154 0.442
H 6.440 -1.197 1.361
H 6.696 -1.461 3.807
H 4.935 -0.628 5.332
H 2.897 0.412 4.416
H 1.179 2.245 -0.773
H 1.800 4.419 -1.761
H 3.633 5.742 -0.752
H 4.784 4.907 1.270
H 4.137 2.741 2.258
H -1.121 3.733 2.938
H -2.937 3.436 0.920
H -2.980 1.641 -1.281
H -2.741 0.035 -0.552
H -1.808 3.480 -1.738
H -1.138 5.384 -3.142
H 0.721 5.160 -4.749
H 1.902 2.996 -4.983
H 1.219 1.066 -3.591
H -2.783 1.123 -3.728
H -3.606 -0.195 -5.644
H -2.695 -2.451 -6.077
H -0.920 -3.369 -4.621
H -0.084 -2.039 -2.709
O -0.265 -2.275 6.194
C -0.261 -1.957 4.882
C -1.442 -1.656 4.182
C -1.354 -1.331 2.852
N -0.176 -1.261 2.229
C 0.936 -1.502 2.891
Br 2.227 -2.837 1.316
C 0.950 -1.900 4.215
H -1.170 -2.323 6.522
H -2.407 -1.682 4.672
H -2.237 -1.094 2.271
H 1.879 -2.133 4.720
N 2.533 -0.686 -2.151
C 1.821 -0.691 -1.240
N -7.031 -6.907 -0.910
C -6.117 -6.211 -0.868
C -4.985 -5.329 -0.799
C -5.074 -4.154 -0.053
C -3.991 -3.300 0.020
C -2.794 -3.609 -0.638
C -2.722 -4.781 -1.396
C -3.806 -5.633 -1.477
C -1.670 -2.736 -0.505
C -0.724 -1.987 -0.387
H -5.994 -3.922 0.466
H -4.060 -2.382 0.588
H -1.804 -5.017 -1.917
H -3.748 -6.543 -2.060
*
```